C15H37N3O4P | ωB97M-V with the def2-TZVPD basis set

Calculated values
HOMO energy = -0.4320 Eh
net charge = +1
molecular weight = 354.452 g mol⁻¹
Kohn-Sham gap = 8.01 eV

Each line ends with the Mulliken charge.
CARTESIAN COORDINATES (ANGSTROEM)
C 3.74669 0.43694 0.09408  -0.941
C 2.65246 0.27592 0.78673  -0.168
N 1.66736 1.26681 0.99499  0.002
C 1.31896 2.18585 0.16213  0.039
N 1.81738 2.37441 -1.07600  -0.242
C 0.61045 2.78387 -1.88818  -0.969
C -0.50240 2.98819 -0.82680  0.441
P -1.87759 1.73253 -0.79124  -0.013
C -1.18796 0.02877 -0.91787  -0.875
O -2.50018 1.83049 0.74929  -0.400
N 0.32246 3.12296 0.41065  -0.330
H 4.29194 1.36067 -0.00927  0.359
H 4.12348 -0.42285 -0.42654  0.339
H 2.49740 -0.66071 1.29536  0.466
H 1.17161 1.25484 1.88088  0.343
H 2.15630 1.53819 -1.55192  0.360
H 0.35258 2.13249 -2.70662  0.366
H 0.81771 3.77604 -2.26726  0.354
H -0.97498 3.94908 -0.98524  0.313
H -0.64742 -0.12635 -1.83690  0.275
H -2.03871 -0.63181 -0.85633  0.389
H -0.57490 -0.22261 -0.05286  0.257
H -1.82364 1.43648 1.32492  0.297
H 0.74917 4.03613 0.53714  0.343
C -2.66453 6.51802 2.48201  -1.149
C -3.61266 6.29980 1.31300  0.341
C -4.41689 5.02157 1.48300  -0.998
O -2.86737 6.24066 0.09531  -0.525
H -1.94979 5.69137 2.55467  0.240
H -2.08846 7.43339 2.34217  0.317
H -3.20703 6.58912 3.42514  0.371
H -4.28721 7.15140 1.22684  0.320
H -3.75684 4.14999 1.52424  0.119
H -5.08866 4.87206 0.63732  0.308
H -5.01000 5.04850 2.39800  0.388
H -2.26942 5.48889 0.16632  0.262
C -2.00462 -3.69390 -3.46505  -1.338
C -0.92405 -3.85606 -2.40713  0.512
C -0.57952 -5.32016 -2.18619  -1.206
O -1.35604 -3.26713 -1.17554  -0.524
H -2.92450 -4.19554 -3.15417  0.347
H -2.24572 -2.63966 -3.60998  0.308
H -1.68894 -4.11275 -4.42089  0.386
H -0.02840 -3.31164 -2.71172  0.266
H -1.45565 -5.87185 -1.83592  0.391
H 0.19220 -5.42090 -1.42193  0.163
H -0.22256 -5.78595 -3.10518  0.390
H -2.14802 -3.73671 -0.88765  0.325
C 2.80429 -5.45409 0.69400  -1.170
C 3.56886 -4.24927 1.21645  0.376
C 4.19354 -4.53145 2.57290  -1.354
O 2.68707 -3.12045 1.31126  -0.470
H 1.98862 -5.71588 1.37352  0.374
H 2.35807 -5.23370 -0.27667  0.180
H 3.45755 -6.32011 0.58822  0.388
H 4.34797 -3.97350 0.50502  0.261
H 3.42106 -4.76530 3.31042  0.357
H 4.73334 -3.65635 2.93686  0.338
H 4.88704 -5.37060 2.52121  0.386
H 1.98909 -3.34817 1.93700  0.311


C15H38AlBF2N4O8P | ωB97M-V with the def2-TZVPD basis set

Calculated values
HOMO energy = -0.1507 Eh
net charge = -1
molecular weight = 509.253 g mol⁻¹
Kohn-Sham gap = 6.48 eV

Each line ends with the Mulliken charge.
CARTESIAN COORDINATES (ANGSTROEM)
C 5.82320 -0.60715 4.01933  -1.000
P 4.55658 -1.92125 3.52103  0.176
O 5.20732 -2.59778 2.03731  -0.538
Al 2.47757 -1.06314 2.96033  -0.720
B 1.02228 -1.60714 4.38373  1.038
N -0.36206 -1.06655 4.11982  -0.688
O 1.33718 -2.41389 5.54750  -0.650
N 2.34987 0.84739 2.76045  0.503
C 3.23263 1.59997 3.61455  0.457
O 4.05021 2.47818 3.24859  -0.549
F 3.14347 1.36444 5.02642  -0.236
C 2.36814 1.30566 1.37875  0.309
O 3.14511 0.95465 0.48169  -0.474
F 1.33543 2.24665 1.00178  -0.225
H 5.44797 0.15378 4.79574  0.253
H 6.28902 -0.09789 3.09710  0.268
H 6.69328 -1.16499 4.54490  0.350
H 6.14872 -2.82561 2.24379  0.275
H 1.98106 -1.70985 1.58141  -0.228
H -0.33256 -0.54126 3.22816  0.188
H -1.03633 -1.83479 3.97383  0.214
H 2.24104 -2.13501 5.83327  0.273
C -4.08461 -2.72516 -2.02273  -0.730
O -4.19901 -3.46682 -0.81850  -0.343
C -3.76791 -4.82189 -0.95492  -0.805
C -2.52144 -5.06661 -0.10275  -0.190
N -1.36255 -4.36752 -0.65933  -0.289
C -0.19835 -4.36572 0.23164  -1.050
C -0.32535 -3.58519 1.54722  -0.504
O -0.44528 -2.18029 1.37107  -0.058
C -1.77590 -1.72109 1.18621  -0.762
H -4.51830 -1.73776 -1.85441  0.226
H -3.03464 -2.59719 -2.30112  0.315
H -4.63180 -3.21348 -2.83419  0.367
H -3.59714 -5.09780 -2.00127  0.401
H -4.57982 -5.45154 -0.57586  0.392
H -2.30722 -6.14119 -0.06551  0.396
H -2.73922 -4.71971 0.91332  0.178
H -1.61997 -3.40665 -0.85180  0.089
H 0.62798 -3.92827 -0.33870  0.366
H 0.08537 -5.40079 0.45141  0.429
H 0.60806 -3.73398 2.10079  0.272
H -1.12141 -3.97209 2.19421  0.428
H -2.50868 -2.33526 1.71772  0.364
H -2.01613 -1.67727 0.12182  0.100
H -1.83744 -0.70082 1.57347  0.432
C -2.22815 6.24218 -3.90836  -0.731
O -1.20750 5.46605 -4.51461  -0.344
C 0.10181 5.81166 -4.05684  -0.796
C 0.71592 4.64336 -3.28383  -0.200
N 0.03580 4.44869 -2.00277  -0.245
C 0.41677 3.20568 -1.32240  -0.700
C 0.01421 1.88742 -1.99849  -0.454
O -1.39432 1.66845 -2.04336  -0.408
C -2.04195 2.22904 -3.17393  -0.577
H -3.17757 5.97964 -4.37899  0.239
H -2.30050 6.02081 -2.83956  0.314
H -2.04694 7.31007 -4.05943  0.343
H 0.10134 6.72980 -3.45936  0.406
H 0.70917 5.99855 -4.94864  0.387
H 1.77748 4.84360 -3.09836  0.374
H 0.63487 3.74918 -3.91179  0.187
H -0.96479 4.43391 -2.16126  0.128
H -0.05617 3.23489 -0.33730  0.336
H 1.49702 3.20817 -1.15144  0.371
H 0.41909 1.07581 -1.38547  0.314
H 0.46446 1.76587 -2.99013  0.287
H -1.39822 2.24892 -4.05746  0.300
H -2.40299 3.23360 -2.94329  0.167
H -2.91717 1.61435 -3.40016  0.285


C15H39HgN2O9S4 | ωB97M-V with the def2-TZVPD basis set

Calculated values
HOMO energy = -0.3706 Eh
energy relative to the best compared isomer or geometry (same formula, charge and spin) = 364.8 kJ/mol
net charge = +1
molecular weight = 720.340 g mol⁻¹
Kohn-Sham gap = 8.30 eV

Each line ends with the Mulliken charge.
CARTESIAN COORDINATES (ANGSTROEM)
Hg 0.21876 0.88282 -0.19094  3.407
O 3.51093 3.50048 -0.74111  -0.522
C 2.54938 2.64161 -0.67814  0.464
O 2.70449 1.40294 -0.77597  -0.689
O 1.40115 2.96664 -0.49450  -0.714
H 4.19864 2.83069 -0.74740  0.326
C -0.98319 0.80947 3.94772  -0.652
S -0.52828 2.44485 3.16316  0.264
O -0.53616 2.16009 1.61239  -0.459
C -2.18160 3.24085 3.48218  -1.133
H -1.94992 0.53518 3.52546  0.081
H -1.23810 0.77614 5.00697  0.633
H -0.27558 -0.00487 3.79205  0.110
H -2.08937 3.32018 4.56537  0.469
H -3.00416 2.63575 3.10093  0.281
H -2.25178 4.22348 3.01569  0.401
C -2.57881 -2.24278 2.62402  -1.114
S -1.76673 -2.03054 1.03272  0.453
O -1.06353 -0.68576 1.05142  -0.587
C -0.51550 -3.36718 1.19402  -0.516
H -2.82861 -3.26829 2.89611  0.418
H -3.39244 -1.52238 2.70847  0.367
H -1.88032 -1.91042 3.39197  0.252
H 0.29396 -3.06010 1.85626  0.224
H -0.12703 -3.84173 0.29291  -0.204
H -1.03433 -4.24760 1.57320  0.541
C 4.00993 -0.87274 1.78133  -0.936
S 2.50838 -0.08815 2.63986  0.370
O 1.42201 0.05501 1.56499  -0.884
C 3.13784 1.62446 2.99500  -1.049
H 3.78911 -1.87110 1.40368  0.238
H 4.86309 -0.85838 2.45957  0.449
H 4.26490 -0.28049 0.90251  0.247
H 4.05161 1.63817 2.40092  0.371
H 3.28986 1.55077 4.07183  0.482
H 2.46664 2.42818 2.69231  0.242
C -3.30738 3.71215 0.00772  -0.743
S -2.72895 2.68141 -1.40257  0.196
O -1.85698 1.67939 -0.63612  -0.309
C -1.54005 3.92738 -1.85611  -0.785
H -4.08933 3.18696 0.55620  0.376
H -3.71822 4.64452 -0.37958  0.452
H -2.51599 3.72738 0.75710  -0.120
H -0.77059 4.01767 -1.08938  0.172
H -1.94042 4.88868 -2.17815  0.504
H -1.15389 3.45476 -2.75922  0.234
C -0.17829 0.23568 -3.45333  -0.349
O 0.07370 0.82658 -2.44453  -0.486
N -1.23542 -0.65253 -3.60738  0.420
C -2.35636 -0.91339 -2.73503  -0.753
C -1.46868 -1.24212 -4.93243  -1.196
H 0.50279 0.33186 -4.31303  0.386
H -3.19068 -0.46699 -3.27607  0.482
H -2.26908 -0.57935 -1.70116  -0.157
H -2.55556 -1.98361 -2.79026  0.428
H -1.66984 -0.55219 -5.75196  0.358
H -0.61940 -1.88092 -5.17486  0.378
H -2.39919 -1.80920 -4.95849  0.407
C 1.78196 -1.84883 -1.16482  -0.088
O 0.77154 -1.22801 -0.89939  -0.924
N 1.84958 -3.09833 -1.68483  0.341
C 3.12358 -3.71661 -1.46658  -0.934
C 0.65434 -3.84486 -2.04903  -1.267
H 2.78124 -1.40968 -1.02062  0.178
H 3.87529 -2.94380 -1.62716  0.358
H 3.28869 -4.65660 -1.99313  0.366
H 3.30510 -4.04733 -0.44395  0.304
H 0.75668 -4.12396 -3.09771  0.354
H 0.46956 -4.74800 -1.46739  0.365
H -0.12493 -3.08351 -2.08357  0.420


| no. | DFT total energy (hartree) |
| --- | --- |
| 1 | -1400.01959 |
| 2 | -2223.69559 |
| 3 | -3127.37626 |